Formula: C28H37AsBN6O8PdS
Source: OMol25
Level of theory: ωB97M-V/def2-TZVPD

Values from the calculation:
- DFT total energy (a.u.) = -4806.3872
- frontier orbital gap (spin up / spin down) (Eh) = 0.2157 / 0.2146
- molar mass (g mol⁻¹) = 809.9
- total charge = -1
- LUMO energy (spin up / spin down) (eV) = 1.37 / 1.34
- strongest force on any atom (eV/Å) = 2.5
- HOMO energy (spin up / spin down) (eV) = -4.50 / -4.50

Each line ends with the Mulliken charge.
Element x y z (Å)
Pd (0.5050, -0.8266, -0.7217)  0.857
O (-1.3231, -3.8311, -3.4495)  -0.658
As (-1.5463, -3.0306, -1.8990)  1.025
O (-2.7125, -3.8199, -1.0826)  -0.810
O (-0.0086, -2.8104, -1.1811)  -0.665
C (-2.1110, -1.2589, -2.4698)  -0.373
C (-3.4572, -0.9375, -2.4107)  -0.334
C (-3.8939, 0.3093, -2.8469)  -0.546
C (-2.9862, 1.2398, -3.3338)  -0.607
C (-1.6327, 0.9315, -3.3992)  -0.804
C (-1.2149, -0.3211, -2.9815)  0.186
S (0.5395, -0.7122, -3.0314)  1.246
O (0.6783, -1.8851, -3.8793)  -0.847
O (1.2250, 0.4745, -3.5163)  -0.810
O (3.1579, -1.5469, -0.6177)  -0.227
H (-0.5790, -3.3933, -3.8934)  0.459
H (-4.1499, -1.6716, -2.0158)  0.539
H (-4.9467, 0.5575, -2.7977)  0.394
H (-3.3308, 2.2128, -3.6618)  0.399
H (-0.8994, 1.6370, -3.7677)  0.471
C (5.3708, 1.9473, -1.3214)  -1.076
N (4.1756, 1.5832, -2.0440)  0.937
C (4.1970, 1.7412, -3.4821)  -1.019
C (3.3304, 0.6216, -1.4442)  -0.877
N (2.2549, 0.8722, -0.8113)  0.518
C (1.7786, 2.1457, -0.4183)  -0.219
C (2.3541, 3.3901, -0.6965)  -0.753
C (1.9089, 4.5518, -0.0816)  -0.931
C (0.8910, 4.4915, 0.8578)  -0.824
C (0.2599, 3.2823, 1.1003)  -0.437
C (0.6307, 2.1199, 0.4175)  -1.136
N (0.0090, 0.8834, 0.5680)  2.074
C (-1.2084, 0.6453, 1.0376)  -0.968
N (-2.1949, 1.6027, 1.0660)  0.947
C (-3.1732, 1.6719, 2.1314)  -1.213
C (-2.4486, 2.4339, -0.0884)  -1.081
N (-1.4364, -0.6121, 1.4645)  2.257
C (-2.7844, -1.1707, 1.2951)  -1.595
C (0.9575, -0.9856, 2.6829)  -1.109
N (3.7751, -0.6679, -1.4906)  0.824
C (4.9282, -1.1854, -2.1876)  -1.325
C (2.8347, -2.8010, -1.2282)  -0.872
H (5.6124, 2.9966, -1.5174)  0.392
H (6.2518, 1.3481, -1.5969)  0.355
H (5.2021, 1.8415, -0.2498)  0.283
H (4.2250, 2.8055, -3.7386)  0.271
H (3.2961, 1.3081, -3.9106)  0.291
H (5.0760, 1.2675, -3.9435)  0.335
H (3.1700, 3.4515, -1.3988)  0.346
H (2.3796, 5.4970, -0.3236)  0.378
H (0.5819, 5.3802, 1.3957)  0.401
H (-0.5317, 3.2213, 1.8337)  0.476
H (-2.8478, 1.0627, 2.9697)  0.295
H (-4.1667, 1.3459, 1.8053)  0.305
H (-3.2496, 2.7115, 2.4677)  0.356
H (-1.7061, 2.2404, -0.8585)  0.142
H (-2.4124, 3.4981, 0.1666)  0.319
H (-3.4383, 2.2059, -0.4995)  0.373
H (-3.2988, -0.6769, 0.4682)  0.252
H (-3.3988, -1.0786, 2.1944)  0.400
H (-2.6940, -2.2292, 1.0632)  0.343
H (1.2646, 0.0620, 2.6543)  0.157
H (1.4031, -1.4865, 1.8165)  0.190
H (1.4045, -1.4480, 3.5705)  0.366
H (5.4882, -0.3709, -2.6256)  0.455
H (4.6392, -1.8711, -2.9862)  0.310
H (5.5711, -1.7129, -1.4793)  0.319
H (2.3194, -2.6619, -2.1812)  0.427
H (2.1470, -3.2764, -0.5350)  0.185
H (3.7271, -3.4165, -1.3595)  0.353
O (-1.2312, -0.4639, 3.9503)  -0.611
B (-0.6171, -1.1803, 2.7576)  -0.053
O (-1.0324, -2.5921, 2.9512)  -0.543
C (-1.9276, -2.6159, 3.9590)  0.529
C (-2.6826, -3.6782, 4.3931)  -0.976
C (-3.5615, -3.4677, 5.4707)  -0.469
C (-3.6642, -2.2262, 6.0715)  -0.539
C (-2.8949, -1.1404, 5.6140)  -0.934
C (-2.0377, -1.3544, 4.5592)  0.880
H (-2.6045, -4.6398, 3.9008)  0.468
H (-4.1703, -4.2893, 5.8280)  0.357
H (-4.3487, -2.0830, 6.8990)  0.353
H (-2.9665, -0.1621, 6.0736)  0.444


Formula: F3HN2O2S
Source: OMol25
Level of theory: ωB97M-V/def2-TZVPD

Values from the calculation:
- DFT total energy (a.u.) = -958.0182
- frontier orbital gap (spin up / spin down) (Eh) = 0.3702 / 0.1762
- molar mass (g mol⁻¹) = 150.1
- total charge = 0
- LUMO energy (spin up / spin down) (eV) = -1.35 / -3.57
- strongest force on any atom (eV/Å) = 3.4
- HOMO energy (spin up / spin down) (eV) = -11.42 / -8.36

Each line ends with the Mulliken charge.
Element x y z (Å)
N (-0.6549, 0.4701, 0.2618)  -0.039
N (3.3711, 0.2284, -0.3124)  0.575
O (2.2345, 0.6612, -0.2819)  -0.332
O (-0.2745, 2.9212, -0.3623)  -0.408
F (-0.0699, -0.5417, 1.0998)  -0.165
F (3.3894, -1.2984, -0.1097)  -0.272
F (4.1591, 0.5815, 0.8703)  -0.203
S (0.0827, 1.9613, 0.6182)  0.552
H (-1.2388, 0.2342, -0.5471)  0.294


Formula: C37H28N5Re
Source: OMol25
Level of theory: ωB97M-V/def2-TZVPD

Values from the calculation:
- DFT total energy (a.u.) = -1778.2021
- frontier orbital gap (Eh) = 0.1961
- molar mass (g mol⁻¹) = 728.9
- total charge = +2
- LUMO energy (eV) = -7.93
- strongest force on any atom (eV/Å) = 0.3
- HOMO energy (eV) = -13.27

Each line ends with the Mulliken charge.
Element x y z (Å)
Re (-0.2420, 0.0384, -0.2485)  0.385
C (4.5341, -2.5329, -1.2235)  -0.536
C (4.0677, -1.7599, -2.2780)  -0.979
C (3.1065, -0.7841, -2.0559)  0.249
C (2.6042, -0.6016, -0.7747)  -0.930
C (3.0596, -1.3788, 0.2832)  0.221
C (4.0320, -2.3404, 0.0569)  -0.940
N (1.6189, 0.4128, -0.5304)  0.406
C (2.0471, 1.7468, -0.3767)  0.977
C (3.3728, 2.1472, -0.2872)  -0.620
C (3.6525, 3.4985, -0.1452)  -0.743
C (2.6434, 4.4615, -0.0982)  -0.712
C (1.3225, 4.0801, -0.1937)  -0.632
C (1.0368, 2.7223, -0.3197)  0.416
N (-0.2184, 2.1548, -0.4751)  1.011
N (-1.2386, 2.8466, -0.7320)  -1.314
C (-2.3208, 2.0219, -0.9912)  0.168
C (-3.5352, 2.5932, -1.3465)  -0.483
C (-4.5933, 1.7696, -1.6654)  -0.335
C (-4.4087, 0.3882, -1.6339)  -0.960
C (-3.1829, -0.1190, -1.2775)  0.128
N (-2.1360, 0.6722, -0.9457)  0.077
H (5.2959, -3.2806, -1.3990)  0.455
H (4.4614, -1.9082, -3.2747)  0.462
H (2.7467, -0.1636, -2.8676)  0.543
H (2.6676, -1.2011, 1.2788)  0.611
H (4.4073, -2.9327, 0.8809)  0.469
H (4.1706, 1.4190, -0.3299)  0.552
H (4.6852, 3.8127, -0.0716)  0.434
H (2.8999, 5.5052, 0.0132)  0.424
H (0.5165, 4.7999, -0.1639)  0.504
H (-3.6048, 3.6709, -1.3746)  0.563
H (-5.5490, 2.1887, -1.9483)  0.446
H (-5.2092, -0.2893, -1.8938)  0.467
H (-2.9982, -1.1840, -1.2527)  0.408
N (-0.4586, 0.1729, 1.6171)  -0.856
C (-0.7871, -0.6974, 2.4943)  0.808
C (-0.3287, -0.7104, 3.8771)  0.361
C (-0.7171, -1.7315, 4.7490)  -0.264
C (-0.2398, -1.7523, 6.0485)  -0.937
C (0.6172, -0.7518, 6.4847)  -0.417
C (1.0026, 0.2722, 5.6230)  -0.746
C (0.5359, 0.2952, 4.3247)  -0.412
C (-1.6916, -1.7601, 1.9555)  -0.464
C (-3.0396, -1.7544, 2.1931)  -0.531
C (-3.8524, -2.7127, 1.5802)  -0.604
C (-3.3459, -3.6746, 0.6893)  -0.935
C (-2.0142, -3.6843, 0.4118)  -0.741
C (-1.0923, -2.6965, 0.9798)  1.444
H (-1.3935, -2.5117, 4.4202)  0.420
H (-0.5394, -2.5428, 6.7225)  0.426
H (0.9839, -0.7641, 7.5021)  0.421
H (1.6639, 1.0523, 5.9740)  0.437
H (0.8195, 1.0901, 3.6473)  0.496
H (-3.4706, -1.0366, 2.8790)  0.582
H (-4.9115, -2.7212, 1.8112)  0.518
H (-4.0115, -4.4038, 0.2489)  0.520
H (-1.6012, -4.4107, -0.2770)  0.564
H (-0.2161, -3.1987, 1.4237)  0.655
C (-0.4538, -1.8593, -0.2227)  0.463
C (0.0062, -2.5908, -1.4049)  0.051
C (0.8791, -3.6812, -1.3165)  -0.029
C (1.4283, -4.2234, -2.4633)  -1.036
C (1.1152, -3.6975, -3.7140)  -0.592
C (0.2499, -2.6209, -3.8170)  -1.059
C (-0.3027, -2.0691, -2.6701)  0.011
H (1.1582, -4.0829, -0.3491)  0.464
H (2.1087, -5.0608, -2.3869)  0.456
H (1.5436, -4.1356, -4.6050)  0.472
H (-0.0076, -2.2190, -4.7876)  0.489
H (-1.0203, -1.2588, -2.7622)  0.373


Formula: C6H37NO11
Source: OMol25
Level of theory: ωB97M-V/def2-TZVPD

Values from the calculation:
- DFT total energy (a.u.) = -1133.2056
- frontier orbital gap (Eh) = 0.3560
- molar mass (g mol⁻¹) = 299.4
- total charge = 0
- LUMO energy (eV) = 0.13
- strongest force on any atom (eV/Å) = 2.0
- HOMO energy (eV) = -9.56
- SMILES = CCCNCCC.O.O.O.O.O.O.O.O.O.O.O

Each line ends with the Mulliken charge.
Element x y z (Å)
C (0.8793, 2.6804, -1.8052)  -1.604
C (0.7506, 1.7372, -0.6015)  0.715
C (-0.1702, 0.5562, -0.9292)  0.270
N (-0.6537, -0.0753, 0.3262)  0.667
C (-1.2583, -1.3851, 0.0698)  -0.597
C (-0.8606, -2.4096, 1.1387)  -0.251
C (-1.3119, -2.0157, 2.5907)  -0.983
H (1.5409, 3.5045, -1.5058)  0.454
H (1.4135, 2.1770, -2.6188)  0.300
H (-0.0207, 3.1670, -2.1588)  0.339
H (1.7376, 1.3813, -0.3206)  0.014
H (0.2964, 2.3018, 0.2144)  -0.126
H (0.4121, -0.2103, -1.4303)  -0.014
H (-1.0045, 0.8757, -1.5531)  -0.378
H (-1.3823, 0.4832, 0.7461)  -0.062
H (-0.9579, -1.8643, -0.8575)  0.035
H (-2.3531, -1.3479, 0.0970)  0.361
H (-1.1065, -3.4482, 0.9440)  0.592
H (0.2282, -2.4394, 1.2460)  -0.021
H (-2.0147, -2.7812, 2.9152)  0.338
H (-1.7336, -1.0143, 2.6299)  -0.016
H (-0.4253, -1.9655, 3.2201)  0.327
O (4.3941, -3.3680, 0.1685)  -0.670
H (3.8936, -3.8410, 0.8388)  0.281
H (3.9612, -2.5006, 0.1252)  0.406
O (-3.0546, 1.0721, -2.4838)  -0.613
H (-3.9055, 0.6435, -2.6478)  0.313
H (-2.4376, 0.3776, -2.8241)  0.388
O (0.7142, 0.7903, 2.8146)  -0.723
H (0.5382, 0.2709, 2.0037)  0.396
H (0.0822, 1.5237, 2.8070)  0.335
O (-0.5125, 3.4167, 2.6774)  -0.671
H (-1.3048, 3.5017, 2.0957)  0.426
H (-0.6532, 4.0269, 3.4063)  0.263
O (2.5005, -1.1236, 0.2061)  -0.699
H (2.9572, -0.4901, 0.8126)  0.434
H (1.5856, -1.2674, 0.4758)  0.055
O (0.7796, -2.4176, -3.2135)  -0.659
H (0.6016, -3.3470, -3.0247)  0.303
H (1.5667, -2.2499, -2.6689)  0.294
O (3.3582, -1.4237, -2.3827)  -0.680
H (3.6074, -0.7229, -2.9963)  0.305
H (2.9378, -0.9645, -1.6374)  0.369
O (3.4377, 0.7494, 1.7896)  -0.666
H (3.9624, 1.4956, 1.4874)  0.295
H (2.5778, 1.0957, 2.0932)  0.372
O (-2.6238, 3.0162, 1.0877)  -0.793
H (-2.2214, 2.7561, 0.2482)  0.322
H (-3.0406, 2.1810, 1.3670)  0.391
O (-3.9992, 0.5591, 1.7231)  -0.647
H (-4.9246, 0.5992, 1.9787)  0.264
H (-3.4214, 0.2932, 2.4441)  0.349
O (-1.5105, -0.8321, -3.6539)  -0.733
H (-0.9310, -0.1426, -3.9955)  0.320
H (-0.9210, -1.5858, -3.4792)  0.311


Formula: C50H48As2CaOP2S
Source: OMol25
Level of theory: ωB97M-V/def2-TZVPD

Values from the calculation:
- DFT total energy (a.u.) = -8239.1777
- frontier orbital gap (spin up / spin down) (Eh) = 0.2084 / 0.2887
- molar mass (g mol⁻¹) = 948.9
- total charge = +1
- LUMO energy (spin up / spin down) (eV) = -1.94 / -1.95
- spin multiplicity = 2
- strongest force on any atom (eV/Å) = 0.8
- HOMO energy (spin up / spin down) (eV) = -7.61 / -9.80

Each line ends with the Mulliken spin population.
Element x y z (Å)
Ca (1.5454, 0.6626, -0.0031)  0.014
C (5.0271, -0.6794, 2.3217)  -0.003
As (3.7721, -0.9853, 0.8819)  0.006
C (5.0030, -1.0995, -0.6225)  0.000
C (3.3242, -2.8691, 1.1282)  0.012
C (4.3590, -3.8038, 1.1326)  -0.004
C (4.0899, -5.1593, 1.2494)  0.000
C (2.7771, -5.5929, 1.3608)  0.000
C (1.7410, -4.6703, 1.3698)  0.000
C (1.9988, -3.3040, 1.2607)  -0.001
As (0.5297, -2.0097, 1.3396)  -0.005
C (-0.9818, -3.0643, 0.7460)  0.000
C (0.2082, -2.0284, 3.2602)  0.000
H (5.8119, -1.4329, 2.2937)  0.000
H (4.5057, -0.7298, 3.2752)  0.000
H (5.4628, 0.3107, 2.2046)  0.002
H (5.7808, -1.8345, -0.4260)  0.000
H (5.4573, -0.1212, -0.7711)  0.003
H (4.4557, -1.3864, -1.5195)  0.000
H (5.3886, -3.4811, 1.0387)  0.000
H (4.9037, -5.8728, 1.2499)  0.000
H (2.5580, -6.6497, 1.4465)  0.000
H (0.7241, -5.0281, 1.4641)  0.000
H (-1.1182, -3.9429, 1.3740)  0.000
H (-0.8486, -3.3604, -0.2937)  0.000
H (-1.8640, -2.4299, 0.8227)  0.000
H (-0.0388, -3.0442, 3.5659)  0.000
H (-0.6109, -1.3520, 3.5032)  -0.001
H (1.1087, -1.7074, 3.7799)  0.000
C (-5.7256, 0.2760, -0.3243)  0.000
C (-4.5310, -0.6202, 0.0483)  0.002
C (-5.0548, -1.9988, 0.4862)  0.000
C (-3.7653, 0.0286, 1.1844)  -0.002
C (-4.4073, 0.2402, 2.4062)  0.001
C (-3.7882, 0.8753, 3.4601)  0.001
C (-2.4928, 1.3476, 3.2953)  -0.004
C (-1.8128, 1.1622, 2.1004)  0.010
P (-0.1275, 1.8136, 1.8783)  -0.068
C (-0.3440, 3.3525, 0.9266)  0.082
C (-1.5076, 3.8132, 0.4781)  0.140
C (-1.5938, 5.0880, -0.2695)  -0.002
C (-0.5063, 5.7410, -0.6613)  0.014
C (0.8617, 5.1725, -0.4319)  0.027
C (0.9863, 3.9947, 0.5707)  -0.170
C (0.3648, 2.4174, 3.5156)  -0.020
C (0.0139, 3.6876, 3.9693)  -0.001
C (0.4093, 4.1147, 5.2298)  0.001
C (1.1540, 3.2735, 6.0466)  0.001
C (1.5137, 2.0085, 5.6017)  0.001
C (1.1261, 1.5887, 4.3360)  -0.003
C (-2.4587, 0.4741, 1.0631)  0.012
O (-1.7202, 0.2721, -0.0963)  -0.035
C (-2.2979, -0.3653, -1.1845)  0.001
C (-1.4890, -0.5752, -2.3070)  -0.003
C (-2.0502, -1.1813, -3.4256)  0.001
C (-3.3737, -1.5806, -3.4396)  0.000
C (-4.1369, -1.3796, -2.3063)  0.000
C (-3.6256, -0.7802, -1.1586)  -0.001
P (0.2758, -0.1182, -2.3704)  -0.025
C (1.0890, -1.5680, -3.1229)  -0.002
C (1.2281, -1.7719, -4.4947)  0.000
C (1.8574, -2.9127, -4.9711)  0.000
C (2.3530, -3.8633, -4.0839)  0.000
C (2.2267, -3.6703, -2.7163)  0.000
C (1.6024, -2.5219, -2.2476)  0.000
C (0.3558, 1.1788, -3.6456)  -0.007
C (1.5871, 1.4750, -4.2305)  -0.012
C (1.7029, 2.5238, -5.1287)  0.004
C (0.5914, 3.2982, -5.4385)  0.004
C (-0.6297, 3.0209, -4.8454)  0.003
C (-0.7499, 1.9637, -3.9520)  -0.001
H (-6.3932, 0.4051, 0.5284)  0.000
H (-6.3061, -0.1697, -1.1330)  0.000
H (-5.3878, 1.2620, -0.6473)  0.000
H (-5.6923, -1.9107, 1.3660)  0.000
H (-4.2376, -2.6817, 0.7237)  0.000
H (-5.6544, -2.4528, -0.3034)  0.000
H (-5.4280, -0.1023, 2.5221)  0.000
H (-4.3109, 1.0231, 4.3951)  0.000
H (-2.0066, 1.8722, 4.1071)  0.001
H (-2.4287, 3.2792, 0.6896)  0.004
H (-2.5781, 5.4984, -0.4601)  0.000
H (-0.5951, 6.6959, -1.1656)  0.004
H (1.5973, 5.9503, -0.2415)  0.004
H (1.5336, 4.2540, 1.4825)  0.019
H (-0.5699, 4.3436, 3.3337)  0.000
H (0.1352, 5.1034, 5.5750)  0.000
H (1.4606, 3.6077, 7.0295)  0.000
H (2.1007, 1.3541, 6.2331)  0.000
H (1.4199, 0.6064, 3.9844)  0.002
H (-1.4362, -1.3469, -4.3024)  0.000
H (-3.8017, -2.0465, -4.3165)  0.000
H (-5.1711, -1.7014, -2.3045)  0.000
H (0.8631, -1.0284, -5.1939)  0.000
H (1.9644, -3.0599, -6.0381)  0.000
H (2.8425, -4.7504, -4.4648)  0.000
H (2.6121, -4.3991, -2.0130)  0.000
H (1.5078, -2.3828, -1.1759)  0.000
H (2.4640, 0.8802, -3.9963)  -0.001
H (2.6625, 2.7434, -5.5778)  0.001
H (0.6822, 4.1198, -6.1370)  0.000
H (-1.4961, 3.6276, -5.0753)  -0.001
H (-1.7102, 1.7600, -3.4945)  -0.004
S (1.4989, 4.0570, -1.7399)  0.162
C (1.6777, 2.9600, -0.3669)  0.837


Formula: C6H8ClNO2
Source: OMol25
Level of theory: ωB97M-V/def2-TZVPD

Values from the calculation:
- DFT total energy (a.u.) = -898.7336
- frontier orbital gap (Eh) = 0.3489
- molar mass (g mol⁻¹) = 161.6
- total charge = 0
- LUMO energy (eV) = 0.66
- strongest force on any atom (eV/Å) = 5.0
- HOMO energy (eV) = -8.83
- SMILES = Cc1cc(=O)[nH]o1.C=CCl

Each line ends with the Mulliken charge.
Element x y z (Å)
C (2.0073, 0.1718, -0.1732)  -1.114
C (0.7431, -0.6429, -0.1847)  0.545
C (-0.3374, -0.6955, -1.1333)  -0.492
C (-1.2864, -1.6063, -0.6276)  0.370
O (-2.3096, -2.0863, -1.0205)  -0.620
N (-0.7501, -2.0220, 0.6982)  -0.154
O (0.4333, -1.4395, 0.9058)  -0.210
H (2.9624, -0.4017, -0.3074)  0.322
H (2.2011, 0.6773, 0.7412)  0.318
H (1.9983, 0.8605, -1.0838)  0.297
H (-0.4738, -0.2278, -2.0445)  0.446
H (-1.4357, -2.1854, 1.4158)  0.293
C (-3.4004, 1.1064, 1.4169)  -0.571
C (-2.1459, 0.8897, 1.6669)  0.034
Cl (-1.8295, -0.3543, 2.7987)  -0.220
H (-4.2764, 0.5129, 1.6482)  0.250
H (-3.6629, 1.9166, 0.7184)  0.221
H (-1.2448, 1.5476, 1.3563)  0.285